No. 1
C25H71N9O11 | ωB97M-V/def2-TZVPD

Last column: Löwdin spin population.
Geometry (Å):
C: 0.928 -3.978 2.468  0.002
C: 0.153 -2.871 3.230  0.000
C: -0.538 -1.866 2.133  0.003
C: -1.483 -0.873 2.806  0.003
C: -2.558 -1.586 3.596  0.024
C: -2.018 -2.690 4.556  0.001
N: -0.918 -3.477 4.011  0.001
O: -0.450 -4.407 4.813  0.002
C: -1.652 -1.961 5.911  0.003
C: -3.215 -3.575 4.850  0.021
C: 1.112 -2.103 4.107  0.000
H: 1.637 -3.602 1.730  0.000
H: 0.177 -4.505 1.879  0.003
H: 1.432 -4.679 3.133  0.000
H: 0.114 -1.221 1.545  0.000
H: -1.179 -2.440 1.463  0.003
H: -1.947 -0.260 2.033  0.002
H: -0.832 -0.201 3.366  0.000
H: -3.207 -2.069 2.866  0.017
H: -3.189 -0.824 4.053  0.008
H: -1.210 -0.984 5.714  0.000
H: -2.635 -1.822 6.361  0.001
H: -1.010 -2.682 6.417  0.000
H: -4.169 -3.053 4.919  0.008
H: -3.276 -4.189 3.952  0.008
H: -3.046 -4.195 5.731  0.001
H: 1.666 -2.799 4.737  0.000
H: 0.556 -1.350 4.666  0.000
H: 1.806 -1.648 3.400  0.000
H: -0.860 -5.251 4.611  0.001
C: 5.183 1.892 -1.548  0.000
O: 6.222 2.095 -0.882  0.000
N: 4.071 2.358 -1.227  0.000
N: 5.185 1.201 -2.636  0.000
H: 4.119 3.030 -0.474  0.000
H: 3.169 2.150 -1.630  0.000
H: 6.014 1.051 -3.193  0.000
H: 4.398 0.601 -2.842  0.000
C: 0.530 0.993 -0.981  0.001
O: 1.525 1.509 -0.616  0.000
N: 0.251 -0.256 -0.675  0.001
N: -0.240 1.471 -1.886  0.001
H: -0.496 -0.608 -1.257  0.000
H: 0.973 -0.727 -0.147  0.000
H: 0.101 2.339 -2.273  0.000
H: -1.246 1.378 -1.900  0.002
C: -3.408 -2.061 -0.872  0.105
O: -2.365 -1.484 -1.164  0.017
N: -3.508 -3.164 -0.119  0.057
N: -4.567 -1.689 -1.424  0.088
H: -4.386 -3.662 -0.100  0.088
H: -2.734 -3.382 0.492  0.008
H: -5.386 -2.262 -1.278  0.109
H: -4.727 -0.920 -2.059  0.047
C: -2.708 1.457 -4.114  0.015
O: -2.316 1.581 -5.205  0.004
N: -3.040 2.446 -3.312  0.006
N: -2.989 0.297 -3.501  0.011
H: -3.293 2.382 -2.337  0.004
H: -3.089 3.316 -3.824  0.002
H: -2.747 -0.408 -4.183  0.001
H: -3.091 0.247 -2.497  0.008
C: 4.942 -1.261 1.007  0.000
C: 3.571 -0.994 0.440  0.000
O: 2.970 -2.101 0.041  0.001
H: 4.790 -1.966 1.824  0.000
H: 5.462 -0.452 1.520  0.000
H: 5.608 -1.826 0.354  0.000
H: 3.422 -0.146 -0.228  0.000
H: 2.925 -0.581 1.215  0.000
H: 3.590 -2.741 -0.318  0.000
C: 0.498 6.258 -1.395  0.000
C: -0.412 5.084 -0.962  0.001
O: -1.766 5.368 -1.170  0.006
H: 0.249 6.841 -2.282  0.000
H: 1.504 5.838 -1.362  0.000
H: 0.476 6.899 -0.514  0.000
H: -0.237 4.807 0.078  0.000
H: -0.061 4.237 -1.551  0.000
H: -2.336 4.750 -0.707  0.002
C: -2.560 2.557 1.227  0.012
C: -3.928 2.191 0.792  0.065
O: -3.830 2.578 -0.556  0.099
H: -1.890 2.208 0.441  0.002
H: -2.223 2.330 2.238  0.002
H: -2.481 3.644 1.248  0.002
H: -4.683 2.627 1.446  0.012
H: -4.098 1.114 0.819  0.027
H: -4.659 2.571 -1.040  0.039
C: -0.096 -2.364 -4.051  0.003
C: -0.793 -2.183 -5.481  0.004
O: -2.160 -2.404 -5.386  0.021
H: -0.715 -1.799 -3.354  0.001
H: 0.921 -1.972 -4.062  0.000
H: -0.090 -3.403 -3.721  0.002
H: -0.358 -2.966 -6.102  0.001
H: -0.518 -1.235 -5.944  0.000
H: -2.358 -3.325 -5.197  0.006
C: 2.100 1.308 3.180  0.000
C: 2.245 2.807 3.089  0.000
O: 3.040 3.030 1.888  0.000
H: 1.276 1.058 2.512  0.000
H: 1.872 0.981 4.194  0.000
H: 3.038 0.783 2.998  0.000
H: 2.786 2.937 4.027  0.000
H: 1.279 3.311 3.130  0.000
H: 2.683 2.493 1.177  0.000
C: 3.272 0.964 -5.485  0.000
C: 2.442 0.938 -4.133  0.000
O: 2.967 -0.135 -3.433  0.000
H: 3.236 -0.016 -5.961  0.000
H: 4.326 1.209 -5.357  0.000
H: 2.922 1.906 -5.906  0.000
H: 1.401 0.756 -4.398  0.000
H: 2.388 1.862 -3.558  0.000
H: 2.456 -0.392 -2.662  0.000

The calculation puts the molecular weight at 673.89 g/mol. The value obtained for the relative energy (zero: lowest compared OMol25 entry of this formula, charge and spin) is 0.0 kcal per mole. As for the multiplicity: 2. As for the net charge: -1. The value obtained for the LUMO energy (alpha / beta) is 2.2 / 2.2 eV. Its gap between HOMO and LUMO (alpha / beta) is 2.32 / 8.34 eV. Its HOMO energy (alpha / beta) is -0.09 / -6.15 eV. The expectation value of S² is 0.75.

=====

No. 2
C25H72N4O11 | ωB97M-V/def2-TZVPD

Last column: Löwdin charge in e.
Geometry (Å):
N: -2.053 -4.707 -0.121  0.174
C: -0.873 -5.092 0.234  -0.576
N: -0.462 -6.252 -0.191  0.199
O: -0.109 -4.179 0.914  -0.099
H: -2.464 -3.914 0.307  0.101
H: -2.582 -5.450 -0.546  0.134
H: 0.563 -6.472 -0.153  0.158
H: -1.097 -6.926 -0.599  0.126
N: -4.757 -2.158 -3.058  0.156
C: -4.137 -2.726 -2.053  -0.613
N: -2.946 -3.139 -2.362  0.206
O: -4.678 -2.822 -0.800  -0.095
H: -5.703 -1.830 -2.922  0.137
H: -4.411 -2.402 -4.008  0.161
H: -2.491 -3.592 -1.595  0.051
H: -2.552 -3.099 -3.255  0.116
C: -0.778 -0.071 -3.048  -0.012
C: -2.296 0.171 -2.826  -0.616
C: -2.674 1.652 -2.880  -0.005
O: -2.950 -0.420 -3.717  -0.020
H: -0.106 0.663 -2.642  0.046
H: -0.524 -0.235 -4.084  0.083
H: -0.545 -1.082 -2.645  0.054
H: -2.539 -0.282 -1.894  0.087
H: -2.585 2.097 -3.875  0.101
H: -2.053 2.185 -2.213  0.034
H: -3.705 1.774 -2.457  0.087
H: -3.462 -1.111 -3.245  0.027
C: -0.745 0.498 2.233  -0.022
C: -0.883 -0.906 1.686  -0.660
C: -1.559 -0.944 0.392  -0.030
O: 0.206 -1.489 1.530  0.005
H: -1.583 1.038 2.496  0.051
H: -0.157 1.186 1.494  0.085
H: -0.035 0.501 3.090  0.093
H: -1.487 -1.439 2.425  0.149
H: -1.865 -1.984 0.202  0.063
H: -0.917 -0.660 -0.450  0.078
H: -2.471 -0.409 0.344  0.071
H: 0.087 -2.456 1.501  0.076
C: 4.112 2.128 3.286  -0.032
C: 4.550 0.992 2.479  -0.654
C: 3.456 -0.048 2.254  -0.015
O: 5.157 1.265 1.422  0.047
H: 3.442 1.892 4.059  0.068
H: 3.580 2.904 2.705  0.077
H: 4.951 2.677 3.792  0.105
H: 5.274 0.445 3.030  0.131
H: 2.547 0.389 1.855  0.060
H: 3.141 -0.461 3.252  0.115
H: 3.756 -0.895 1.674  0.065
H: 5.990 1.682 1.480  0.122
C: 0.544 5.814 1.277  -0.019
C: 1.362 4.475 1.319  -0.548
C: 0.855 3.590 2.479  -0.047
O: 1.173 3.769 0.274  -0.043
H: -0.527 5.787 1.366  0.046
H: 0.726 6.341 0.314  0.097
H: 0.810 6.414 2.118  0.065
H: 2.448 4.643 1.376  0.142
H: -0.184 3.355 2.474  0.049
H: 1.206 4.034 3.437  0.098
H: 1.260 2.615 2.416  0.028
H: 1.869 3.068 0.267  0.093
C: 1.891 0.062 -0.851  -0.042
C: 2.906 1.078 -1.187  -0.677
C: 2.405 1.897 -2.313  -0.032
O: 3.150 1.914 -0.328  0.023
H: 1.045 0.513 -0.408  0.072
H: 2.346 -0.689 -0.213  0.076
H: 1.575 -0.420 -1.737  0.049
H: 3.771 0.460 -1.450  0.157
H: 3.002 2.721 -2.686  0.087
H: 1.422 2.319 -2.072  0.086
H: 2.297 1.208 -3.185  0.099
H: 3.486 1.441 0.439  0.078
C: 2.439 -4.568 3.081  -0.031
C: 3.050 -4.006 1.781  -0.669
C: 4.582 -3.996 1.897  -0.029
O: 2.714 -4.532 0.725  0.001
H: 1.377 -4.824 2.910  0.063
H: 2.351 -3.756 3.850  0.093
H: 2.975 -5.448 3.450  0.076
H: 2.676 -2.975 1.613  0.124
H: 4.927 -5.033 1.660  0.098
H: 4.889 -3.829 2.901  0.060
H: 5.026 -3.300 1.227  0.060
H: 1.772 -4.689 0.707  0.046
C: -2.020 3.451 0.273  -0.044
C: -2.203 4.424 -0.884  -0.622
C: -2.688 5.818 -0.391  -0.025
O: -1.208 4.633 -1.604  0.030
H: -1.219 2.713 0.206  0.060
H: -3.011 2.866 0.379  0.109
H: -1.818 3.883 1.210  0.037
H: -3.008 3.947 -1.459  0.118
H: -3.559 5.804 0.291  0.092
H: -3.052 6.446 -1.140  0.054
H: -1.943 6.373 0.016  0.017
H: -0.437 4.624 -1.006  0.097
C: -5.515 0.348 -0.556  -0.209
O: -6.532 0.832 -1.328  -0.093
H: -5.770 -0.635 -0.155  0.071
H: -5.255 1.069 0.241  0.094
H: -4.615 0.207 -1.164  0.047
H: -6.735 0.120 -1.939  0.067
C: 1.027 -3.241 -1.810  -0.173
O: 1.359 -2.649 -3.049  -0.121
H: -0.092 -3.259 -1.721  0.069
H: 1.369 -2.759 -0.823  0.087
H: 1.405 -4.251 -1.743  0.062
H: 2.296 -2.650 -3.302  0.097

The calculation puts the molecular weight at 604.87 g/mol. The value obtained for the relative energy (zero: lowest compared OMol25 entry of this formula, charge and spin) is 185.0 kcal per mole. The value obtained for the LUMO energy is -0.2 eV. Its gap between HOMO and LUMO is 8.72 eV. As for the SMILES: NC(N)=O.NC(N)=O.CC(C)O.CC(C)O.CC(C)O.CC(C)O.CC(C)O.CC(C)O.CC(C)O.CO.CO. Its HOMO energy is -8.96 eV.

=====

Q: The lowest relative energy (zero: lowest compared OMol25 entry of this formula, charge and spin) belongs to which entry?
A: C25H71N9O11

=====

Q: Number 2 is which compound?
A: C25H72N4O11

=====

Q: The highest relative energy (zero: lowest compared OMol25 entry of this formula, charge and spin) belongs to which entry?
A: C25H72N4O11